Record 1
Here is a structure of composition C16H27F6N3O8S2 in a non-equilibrium geometry from OMol25. Energies are from the ωB97M-V functional and the def2-TZVPD basis.

```
62
Properties=species:S:1:pos:R:3:forces:R:3
C -1.60861 3.85828 0.69228 -0.28 -0.45 0.44
C -0.50651 2.89992 0.08900 -0.21 0.20 0.49
C -1.08500 1.46985 -0.29201 1.81 0.52 1.54
O -0.93654 1.20032 -1.70267 -1.56 -0.54 0.42
C -2.14387 0.89466 -2.34630 -0.16 0.06 -2.17
C -2.16266 -0.58364 -2.88237 1.07 -2.33 1.51
C -1.52914 -1.70948 -2.28042 -0.96 2.46 -0.80
N -1.77993 -2.83252 -3.07363 -0.21 0.94 -1.00
C -1.31574 -4.20767 -2.80748 -0.28 -0.77 1.31
O 0.10216 -4.30651 -2.80322 -1.39 -0.70 -0.13
C 0.39726 -5.49877 -2.01478 0.99 -0.32 0.80
C 0.79895 -5.04376 -0.56612 0.20 -1.31 -0.40
O -0.31970 -5.11353 0.35324 0.98 1.50 -0.32
C -0.36377 -3.82660 1.01265 -0.99 0.30 0.30
C -1.56116 -3.72439 2.03621 0.88 0.50 -0.09
O -2.66009 -2.97330 1.47627 0.37 0.01 0.45
C -2.87863 -1.76007 2.19183 -0.78 1.57 0.33
C -4.07686 -0.92975 1.58907 -0.30 0.06 -0.10
C -2.53188 -2.44574 -4.13504 -0.23 1.12 0.18
N -2.78382 -1.11102 -4.02002 0.69 -0.02 0.91
H -1.97528 4.64156 -0.01432 0.39 -0.64 0.50
H -2.50160 3.24067 1.00585 0.75 0.67 -0.29
H -1.25248 4.35493 1.63245 -0.19 -0.31 -1.00
H -0.02095 3.39906 -0.78949 -0.38 -0.73 0.70
H 0.30621 2.76083 0.86585 -0.89 0.16 -0.99
H -0.42697 0.74138 0.26826 -0.70 0.41 -0.74
H -2.11594 1.32659 0.11546 0.54 0.15 -0.78
H -3.07271 1.12819 -1.77189 0.79 -0.37 -0.14
H -2.18931 1.53465 -3.27931 -0.08 -0.52 0.82
H -0.94265 -1.59660 -1.35151 -0.33 -0.82 -0.86
H -1.79421 -4.95813 -3.49983 0.38 1.10 0.25
H -1.68695 -4.45422 -1.77031 0.20 0.33 -0.95
H 1.26498 -6.06905 -2.44599 -0.76 0.98 0.01
H -0.46145 -6.22648 -2.02314 0.71 0.78 0.19
H 1.61008 -5.73398 -0.19337 -0.76 0.67 -0.27
H 1.22489 -4.00967 -0.63474 -0.38 -0.89 0.01
H -0.54383 -3.05643 0.21533 0.13 -0.38 0.77
H 0.61466 -3.57187 1.50580 -0.82 -0.50 -0.33
H -1.16533 -3.12153 2.90011 -0.39 -0.93 -0.53
H -1.90809 -4.74087 2.36235 0.35 0.94 -0.29
H -3.12852 -1.93151 3.27634 0.37 -0.21 -0.93
H -1.98427 -1.07272 2.18764 -0.45 -0.92 -0.16
H -5.01495 -1.03324 2.19736 0.91 -0.04 -0.54
H -3.84301 0.17117 1.55699 -0.08 -1.10 0.13
H -4.34055 -1.23338 0.54338 0.42 0.08 0.83
H -2.93595 -3.00945 -4.99482 0.60 0.03 0.98
H -3.33801 -0.52077 -4.64190 0.24 -0.66 0.02
C 4.33923 2.44294 0.37322 1.27 -0.66 -0.55
F 3.48238 1.54676 -0.15461 -0.18 0.37 0.27
F 5.19813 1.75303 1.14731 -0.40 0.19 0.03
F 5.06694 2.93495 -0.64658 -0.39 0.07 0.21
S 3.47991 3.76348 1.30619 -0.75 -0.39 -0.21
O 2.78442 3.06439 2.36097 0.33 0.07 -0.11
O 2.62611 4.39718 0.32953 0.38 -0.02 0.09
N 4.77827 4.55905 1.72927 -0.95 0.13 0.15
S 4.49338 5.86526 2.58851 -0.27 1.18 0.77
O 4.00428 5.65123 3.92663 0.25 -0.39 -0.34
O 3.89037 6.96813 1.88479 0.26 -0.45 -0.23
C 6.24144 6.36094 2.81076 1.57 -0.03 -0.11
F 6.85650 6.58557 1.63304 -0.41 -0.02 0.15
F 6.96140 5.40882 3.43602 -0.42 0.11 -0.04
F 6.36497 7.48284 3.53592 -0.50 -0.26 -0.14
```
Positions in Å, forces in eV/Å.

Summary:
**LUMO level**: -1.431 eV
**Multiplicity**: 1

The computed Mulliken charges, all in e, follow: number 1, C, carries -1.082; number 2, C, carries 0.018; number 3, C, carries 0.024; number 4, O, carries -0.363; number 5, C, carries -0.698; number 6, C, carries -0.226; number 7, C, carries -0.009; number 8, N, carries 0.223; number 9, C, carries -0.472; number 10, O, carries -0.406; number 11, C, carries -0.533; number 12, C, carries -0.408; number 13, O, carries -0.420; number 14, C, carries 0.561; number 15, C, carries -0.723; number 16, O, carries -0.379; number 17, C, carries -0.166; number 18, C, carries -0.939; number 19, C, carries -0.118; number 20, N, carries -0.027; number 21, H, carries 0.275; number 22, H, carries 0.268; number 23, H, carries 0.301; number 24, H, carries 0.349; number 25, H, carries -0.043; number 26, H, carries 0.211; number 27, H, carries -0.070; number 28, H, carries 0.378; number 29, H, carries 0.386; number 30, H, carries 0.439; number 31, H, carries 0.277; number 32, H, carries 0.363; number 33, H, carries 0.387; number 34, H, carries 0.292; number 35, H, carries 0.386; number 36, H, carries 0.321; number 37, H, carries -0.375; number 38, H, carries 0.359; number 39, H, carries 0.351; number 40, H, carries 0.320; number 41, H, carries 0.305; number 42, H, carries 0.301; number 43, H, carries 0.338; number 44, H, carries 0.163; number 45, H, carries 0.204; number 46, H, carries 0.390; number 47, H, carries 0.255; number 48, C, carries 0.680; number 49, F, carries -0.221; number 50, F, carries -0.245; number 51, F, carries -0.246; number 52, S, carries 0.964; number 53, O, carries -0.662; number 54, O, carries -0.627; number 55, N, carries -0.321; number 56, S, carries 1.020; number 57, O, carries -0.642; number 58, O, carries -0.641; number 59, C, carries 0.650; number 60, F, carries -0.239; number 61, F, carries -0.240; number 62, F, carries -0.218


Record 2
Here is a structure of composition C16H27GeN3NaO3 in a non-equilibrium geometry from OMol25. Energies are from the ωB97M-V functional and the def2-TZVPD basis.

```
51
Properties=species:S:1:pos:R:3:forces:R:3
Na -0.27932 -0.63160 -0.86013 -0.32 -0.99 -0.24
C -1.33970 -0.81293 3.42970 0.17 0.08 -0.25
C -1.15623 0.21558 2.31281 -0.67 0.42 0.62
C -0.85616 1.58967 2.91697 0.19 -0.21 -0.22
C -2.41744 0.29506 1.44827 0.34 -0.09 -0.05
O -0.07141 -0.21978 1.49798 1.31 0.46 -0.36
Ge 1.33761 0.76457 0.80296 -1.58 -1.32 -1.42
O 1.94504 -0.66740 -0.21233 -0.06 1.21 0.41
C 2.66742 -1.82254 0.19702 0.48 -0.61 0.35
C 3.77585 -2.06578 -0.82723 -0.20 0.18 0.05
C 3.27621 -1.62374 1.58638 -0.21 0.19 -0.18
C 1.69382 -3.00470 0.22626 -0.05 0.33 -0.02
O 0.30301 1.38675 -0.63897 0.84 0.41 1.44
C 0.70711 2.12263 -1.78988 0.32 0.57 -0.64
C 0.73173 1.17549 -3.00058 -0.04 -0.01 0.42
C 2.09631 2.73064 -1.58341 -0.18 -0.24 0.21
C -0.32281 3.23113 -2.00887 0.06 -0.22 0.16
H -2.20296 -0.55293 4.04106 -0.01 -0.01 0.02
H -0.45097 -0.84207 4.06267 -0.02 -0.04 0.02
H -1.50281 -1.80177 3.00019 -0.01 -0.01 0.03
H -1.67722 1.91768 3.55098 0.00 0.05 0.01
H -0.71926 2.32261 2.11508 -0.05 0.05 0.05
H 0.05432 1.53850 3.52130 -0.02 0.04 0.03
H -3.26620 0.62789 2.04360 -0.02 -0.01 0.00
H -2.65086 -0.68781 1.03726 -0.07 0.02 -0.02
H -2.26811 0.99834 0.62578 -0.05 0.00 0.00
H 4.46330 -1.21849 -0.84373 0.01 -0.02 -0.01
H 3.34514 -2.18179 -1.82260 0.03 -0.02 0.00
H 4.33374 -2.96771 -0.57684 0.01 -0.01 -0.02
H 3.95992 -0.77052 1.57704 0.04 -0.04 0.02
H 3.82767 -2.51201 1.88858 0.02 0.01 0.07
H 2.48223 -1.43828 2.31626 0.04 -0.07 0.04
H 1.25917 -3.15639 -0.76450 0.00 -0.06 0.01
H 0.89230 -2.80303 0.94062 0.00 -0.06 -0.01
H 2.20562 -3.91879 0.52365 0.00 -0.03 -0.02
H 1.44666 0.36684 -2.82593 0.01 0.01 -0.05
H 1.03496 1.71775 -3.89469 -0.02 -0.01 -0.03
H -0.25992 0.75075 -3.17499 0.01 0.01 -0.04
H 2.82591 1.93260 -1.41004 0.05 0.05 -0.06
H 2.08323 3.39837 -0.71752 0.02 0.03 -0.04
H 2.40433 3.29884 -2.45904 0.04 0.02 0.00
H -1.31730 2.79654 -2.11597 -0.01 0.04 -0.02
H -0.08669 3.79909 -2.90837 -0.01 0.01 -0.01
H -0.32859 3.90812 -1.15334 -0.02 0.02 -0.02
N -2.07355 -1.26266 -1.85912 -0.43 -0.12 -0.27
C -3.22184 -1.15782 -1.70403 0.13 -0.08 0.03
C -4.58236 -1.04245 -1.47334 -0.04 0.04 0.00
C -5.21912 -1.96943 -0.62019 -0.03 -0.18 0.12
N -5.71832 -2.73346 0.08785 0.04 0.05 -0.01
C -5.29589 0.04171 -2.02733 -0.09 0.20 -0.11
N -5.86760 0.93875 -2.47735 0.06 -0.04 0.02
```
Positions in Å, forces in eV/Å.

Summary:
**⟨S²⟩**: 0.7567
**LUMO level (alpha / beta)**: -0.158 / -3.992 eV
**Multiplicity**: 2

The computed Mulliken charges, all in e, follow: number 1, Na, carries 0.812; number 2, C, carries -1.799; number 3, C, carries 1.702; number 4, C, carries -1.924; number 5, C, carries -1.529; number 6, O, carries -0.071; number 7, Ge, carries 0.279; number 8, O, carries -0.074; number 9, C, carries 1.687; number 10, C, carries -1.741; number 11, C, carries -1.816; number 12, C, carries -1.578; number 13, O, carries -0.257; number 14, C, carries 1.732; number 15, C, carries -1.623; number 16, C, carries -1.850; number 17, C, carries -1.716; number 18, H, carries 0.421; number 19, H, carries 0.420; number 20, H, carries 0.392; number 21, H, carries 0.471; number 22, H, carries 0.408; number 23, H, carries 0.443; number 24, H, carries 0.541; number 25, H, carries 0.346; number 26, H, carries 0.216; number 27, H, carries 0.394; number 28, H, carries 0.369; number 29, H, carries 0.430; number 30, H, carries 0.411; number 31, H, carries 0.484; number 32, H, carries 0.356; number 33, H, carries 0.393; number 34, H, carries 0.223; number 35, H, carries 0.492; number 36, H, carries 0.235; number 37, H, carries 0.497; number 38, H, carries 0.419; number 39, H, carries 0.359; number 40, H, carries 0.401; number 41, H, carries 0.478; number 42, H, carries 0.398; number 43, H, carries 0.430; number 44, H, carries 0.378; number 45, N, carries -0.726; number 46, C, carries 0.307; number 47, C, carries -0.002; number 48, C, carries 0.238; number 49, N, carries -0.516; number 50, C, carries 0.168; number 51, N, carries -0.506


Record 3
Here is a structure of composition C16H27IrN3O from OMol25. Energies are from the ωB97M-V functional and the def2-TZVPD basis.

```
48
Properties=species:S:1:pos:R:3:forces:R:3
Ir 0.02523 0.18127 0.13666 -0.69 0.34 -0.21
C 1.04827 -1.71393 2.14164 0.07 0.04 0.00
C -0.43505 -1.43879 2.39842 -0.05 0.04 -0.03
N -0.76225 -0.02154 2.03358 0.18 -0.24 0.13
C -0.24294 0.99599 3.00861 0.00 -0.08 0.01
C 0.12824 2.23623 2.23038 0.02 0.04 -0.05
N 0.81789 1.84233 0.94727 0.04 0.03 -0.11
C 2.30419 1.59135 1.00415 -0.01 0.03 -0.06
C 2.56468 0.24082 1.62811 -0.01 -0.05 0.01
N 1.58802 -0.78018 1.07153 0.06 0.02 -0.05
H 1.64920 -1.58347 3.03873 0.01 -0.03 0.00
H 1.17936 -2.74305 1.81347 0.00 0.00 -0.01
H -1.06317 -2.06824 1.76565 -0.01 -0.02 0.03
H -0.70095 -1.64374 3.43677 0.00 0.00 0.00
H -1.77825 0.04805 2.00607 0.00 0.05 0.03
H -1.00501 1.21478 3.75594 0.01 0.03 0.01
H 0.60557 0.56559 3.53469 -0.02 0.01 0.00
H -0.76203 2.79500 1.93952 0.00 0.00 0.01
H 0.77761 2.90673 2.79454 -0.01 -0.01 0.02
H 0.69334 2.62337 0.30181 -0.01 0.00 0.01
H 2.65529 1.62780 -0.02787 0.01 0.00 0.01
H 2.78933 2.39546 1.55978 0.00 -0.01 0.02
H 3.58386 -0.08635 1.42649 0.00 0.02 -0.01
H 2.44628 0.27392 2.70690 0.03 -0.01 0.00
H 2.09539 -1.34047 0.38654 -0.04 -0.01 -0.03
C -5.06487 1.32947 -4.77640 0.02 -0.01 -0.01
C -3.72401 0.90608 -4.29036 -0.03 0.01 -0.01
C -2.89122 0.10425 -5.05666 0.00 -0.01 0.01
C -1.64075 -0.29902 -4.61307 0.04 -0.04 -0.05
C -0.79852 -1.16191 -5.50757 -0.02 0.00 0.00
C -1.20129 0.13279 -3.32011 0.04 -0.01 0.14
C 0.04944 -0.31078 -2.88810 -0.14 0.21 0.01
O 0.64552 -0.10770 -1.76185 0.48 -0.45 0.26
C -2.05479 0.97772 -2.53390 -0.06 0.04 -0.06
C -1.60900 1.57658 -1.23067 0.08 -0.11 -0.03
C -3.27651 1.33961 -3.01283 0.02 -0.01 -0.01
H -5.29371 0.91850 -5.75555 0.00 0.00 0.00
H -5.11316 2.42018 -4.83219 0.00 0.00 0.01
H -5.83805 1.01610 -4.07076 0.00 0.01 0.01
H -3.22890 -0.21764 -6.03324 0.00 0.00 0.00
H -1.33763 -1.39057 -6.42261 0.00 0.01 0.00
H -0.53914 -2.11110 -5.03682 0.00 0.00 -0.01
H 0.12553 -0.65369 -5.79054 0.00 -0.01 0.00
H 0.64205 -0.91991 -3.56783 0.03 0.08 -0.03
H -0.69222 2.15088 -1.35229 0.00 0.01 0.03
H -1.61158 0.74038 -0.41500 -0.08 0.10 -0.01
H -2.36958 2.22252 -0.79253 0.00 0.00 -0.01
H -3.92520 1.98877 -2.43598 0.00 -0.01 0.01
```
Positions in Å, forces in eV/Å.

Summary:
**LUMO level**: -11.759 eV
**Multiplicity**: 1
**Net charge**: +3

The computed Mulliken charges, all in e, follow: number 1, Ir, carries 1.303; number 2, C, carries -0.673; number 3, C, carries -0.684; number 4, N, carries -0.499; number 5, C, carries -0.602; number 6, C, carries -0.632; number 7, N, carries -0.504; number 8, C, carries -0.744; number 9, C, carries -0.599; number 10, N, carries -0.447; number 11, H, carries 0.413; number 12, H, carries 0.423; number 13, H, carries 0.427; number 14, H, carries 0.421; number 15, H, carries 0.469; number 16, H, carries 0.524; number 17, H, carries 0.255; number 18, H, carries 0.410; number 19, H, carries 0.421; number 20, H, carries 0.472; number 21, H, carries 0.446; number 22, H, carries 0.442; number 23, H, carries 0.499; number 24, H, carries 0.306; number 25, H, carries 0.497; number 26, C, carries -1.498; number 27, C, carries 0.372; number 28, C, carries -0.891; number 29, C, carries 0.889; number 30, C, carries -1.935; number 31, C, carries 0.400; number 32, C, carries -0.223; number 33, O, carries -0.554; number 34, C, carries 1.406; number 35, C, carries -1.471; number 36, C, carries -0.913; number 37, H, carries 0.388; number 38, H, carries 0.384; number 39, H, carries 0.383; number 40, H, carries 0.384; number 41, H, carries 0.380; number 42, H, carries 0.452; number 43, H, carries 0.453; number 44, H, carries 0.515; number 45, H, carries 0.364; number 46, H, carries 0.479; number 47, H, carries 0.418; number 48, H, carries 0.474


In order of appearance, E_tot = -75849.073; -88575.814; -26358.706 eV.